This record from the OMol25 dataset describes C28H22N3OPRh as an isolated structure at a distorted geometry. The level of theory is ωB97M-V/def2-TZVPD.

Geometry as ORCA input:
```
! RIJCOSX wB97M-V def2-TZVPD def2/J DEFGRID3
* xyz 1 1
Rh 0.146 0.634 -0.389
C 2.033 0.980 -3.356
C 1.773 -0.373 -3.158
C 1.907 -0.932 -1.894
C 2.275 -0.136 -0.786
C 2.449 1.262 -0.987
C 2.358 1.792 -2.277
P 2.834 -1.025 0.744
C 4.585 -0.613 1.061
C 5.241 0.484 0.511
C 6.554 0.737 0.867
C 7.228 -0.114 1.727
C 6.588 -1.230 2.244
C 5.270 -1.482 1.911
C 1.829 -0.252 2.026
C 2.237 -0.170 3.362
C 1.377 0.355 4.301
C 0.080 0.715 3.942
C -0.353 0.578 2.633
C 0.516 0.113 1.654
H 1.978 1.399 -4.347
H 1.503 -0.998 -3.996
H 1.798 -2.001 -1.750
H 2.769 1.894 -0.163
H 2.565 2.840 -2.434
H 4.746 1.148 -0.179
H 7.047 1.606 0.456
H 8.255 0.090 1.991
H 7.120 -1.909 2.892
H 4.768 -2.356 2.301
H 3.232 -0.490 3.641
H 1.707 0.486 5.321
H -0.593 1.105 4.690
H -1.374 0.833 2.377
C -1.990 1.091 -2.790
C -2.503 0.360 -1.579
O -1.719 -0.308 -0.879
C -3.922 0.415 -1.256
C -4.394 -0.286 -0.134
C -5.729 -0.241 0.207
C -6.618 0.502 -0.557
C -6.166 1.191 -1.675
C -4.832 1.147 -2.028
H -0.904 0.947 -2.862
H -2.198 2.157 -2.716
H -2.465 0.703 -3.691
H -3.691 -0.861 0.451
H -6.085 -0.787 1.067
H -7.663 0.542 -0.290
H -6.856 1.763 -2.275
H -4.501 1.684 -2.901
N -0.360 2.590 -0.226
C 0.062 3.490 0.419
N 0.461 4.386 1.162
C 0.996 5.549 1.140
N 1.522 6.573 1.168
*
```

## Properties
- LUMO (alpha / beta) (eV) = -5.709 / -5.488
- E_tot (a.u.) = -1771.2308
- HOMO (alpha / beta) (Ha) = -0.40488 / -0.40478
- orbital gap (alpha / beta) (Eh) = 0.195 / 0.203